Entry 1:
Formula: C29H27F3N5O2P2RuS
Source: the Open Molecules 2025 dataset
Level of theory: the ωB97M-V functional and the def2-TZVPD basis

Output
Frontier orbital gap (spin up / spin down) in eV: 7.32 / 5.23
Net charge: +3
Energy relative to the best compared isomer or geometry (same formula, charge and spin) in eV: 0.094
LUMO energy (spin up / spin down) in eV: -10.0 / -12.2
⟨S²⟩: 6.04
Energy in Ha: -3019.934617
2S+1: 5
Highest occupied orbital energy (spin up / spin down) in Ha: -0.6378 / -0.6402

Cartesian coordinates (Å):
Ru: -0.6413 -0.3954 0.3579
N: 1.5580 1.3733 -0.9458
P: 1.7251 -0.2972 -0.8212
C: 3.1961 -0.7868 0.0826
C: 3.8662 -2.0076 -0.1458
C: 5.0090 -2.2922 0.5598
C: 5.6289 -1.3112 1.3601
C: 5.0241 -0.1016 1.4562
C: 3.7941 0.1788 0.8630
C: 1.4779 -1.1646 -2.2781
C: 1.2812 -2.5592 -2.1673
C: 1.0876 -3.2739 -3.3385
C: 1.1111 -2.6104 -4.5557
C: 1.3492 -1.2293 -4.6373
C: 1.5166 -0.4963 -3.4905
P: -0.0412 1.7979 -0.5715
C: -0.9976 2.2490 -2.0431
C: -1.1995 3.5131 -2.5738
C: -1.9075 3.6722 -3.7510
C: -2.3190 2.5486 -4.5087
C: -2.1092 1.3133 -3.9448
C: -1.4458 1.1500 -2.7417
C: -0.1205 2.9003 0.7781
C: 0.9480 2.8919 1.7178
C: 0.8547 3.7392 2.8317
C: -0.3094 4.4954 3.0190
C: -1.3095 4.5236 2.0806
C: -1.2317 3.7081 0.9714
H: 2.1543 1.9817 -1.5154
H: 3.4815 -2.7552 -0.8386
H: 5.5316 -3.2608 0.4757
H: 6.6171 -1.5191 1.8312
H: 5.4493 0.7015 2.0765
H: 3.2929 1.1049 1.0153
H: 1.2282 -3.1089 -1.2469
H: 0.9813 -4.3312 -3.2828
H: 0.9246 -3.2189 -5.4332
H: 1.2308 -0.7163 -5.5694
H: 1.7386 0.5787 -3.6121
H: -0.8665 4.4265 -2.0139
H: -2.1042 4.6606 -4.1918
H: -2.8079 2.7277 -5.4420
H: -2.4370 0.4461 -4.4859
H: -1.3647 0.1156 -2.3989
H: 1.8163 2.2544 1.6205
H: 1.7147 3.7422 3.5494
H: -0.3549 5.1203 3.8919
H: -2.1390 5.1760 2.2257
H: -2.0402 3.6419 0.2700
C: -2.8334 -1.3152 5.1851
C: -3.2638 -0.7274 3.8566
N: -4.5369 -0.5461 3.5160
N: -4.5577 -0.2150 2.2052
C: -3.3375 -0.2048 1.7352
S: -2.8503 0.0736 0.0933
N: -2.4962 -0.4677 2.7419
N: -1.1647 -0.6753 2.5618
H: -3.4146 -2.2097 5.4111
H: -3.0070 -0.6733 6.0199
H: -1.8128 -1.6266 5.2735
H: -5.4157 -0.0528 1.7125
H: -1.0269 -1.6788 2.7680
H: -0.6457 -0.0919 3.2141
F: -1.9233 -4.5478 -0.8919
C: -1.1022 -4.6728 0.1698
F: -1.5583 -5.6632 0.9160
F: 0.1416 -4.9800 -0.3105
C: -1.0557 -3.3351 0.9825
O: -1.4831 -3.2469 2.1124
O: -0.4980 -2.4399 0.2387

Results of the Löwdin charge analysis, in e, for atoms 1 through 4:
1 Ru 0.9374
2 N -0.2987
3 P 0.9958
4 C -0.3134

Entry 2:
Formula: CH5F2N2
Source: the Open Molecules 2025 dataset
Level of theory: the ωB97M-V functional and the def2-TZVPD basis

Output
Frontier orbital gap in eV: 8.95
Net charge: +1
Energy relative to the best compared isomer or geometry (same formula, charge and spin) in eV: 0.541
LUMO energy in eV: -5.8
Energy in Ha: -349.903314
Highest occupied orbital energy in Ha: -0.5427

Cartesian coordinates (Å):
C: 0.9050 0.5469 0.0935
N: -2.1649 -0.8099 0.7682
N: 1.7542 0.8709 -0.8062
F: -1.1148 -1.7177 0.9015
F: -1.9367 -0.4910 -0.4861
H: 0.5352 -0.4632 0.1592
H: 0.6432 1.2564 0.7988
H: -3.0399 -1.2932 0.8031
H: 2.3391 0.2455 -1.3919
H: 2.0796 1.8553 -0.8401

Results of the Löwdin charge analysis, in e, for atoms 1 through 4:
1 C 0.1830
2 N 0.0081
3 N 0.2052
4 F -0.0639

Entry 3:
Formula: C49H65BBaN12S6
Source: the Open Molecules 2025 dataset
Level of theory: the ωB97M-V functional and the def2-TZVPD basis

Output
Frontier orbital gap in eV: 6.68
Energy relative to the best compared isomer or geometry (same formula, charge and spin) in eV: 0.163
LUMO energy in eV: -0.2
Energy in Ha: -5003.034167
Highest occupied orbital energy in Ha: -0.2527

Cartesian coordinates (Å):
Ba: -0.9332 -0.1097 0.0144
C: -4.4227 0.5086 -3.0642
C: -5.0335 1.7881 -2.4971
C: -5.7449 1.4849 -1.1784
C: -6.0900 2.3473 -3.4578
N: -3.9315 2.7909 -2.3573
C: -3.5274 3.5801 -3.4294
C: -2.4178 4.2323 -3.0538
N: -2.1050 3.8469 -1.7668
B: -0.7178 4.2779 -1.2356
N: -0.6371 4.2514 0.3207
C: -1.4505 5.1546 0.9706
C: -1.2613 5.0147 2.2896
N: -0.3106 4.0184 2.4744
C: 0.0472 3.5366 1.2421
S: 1.1529 2.2617 0.9032
C: 0.1963 3.7750 3.8632
C: 1.3565 2.7930 3.9705
C: -0.9718 3.2383 4.6929
C: 0.6799 5.1190 4.4218
N: 0.4599 3.5409 -1.9150
C: 1.7046 4.1207 -1.8160
C: 2.6061 3.2723 -2.3314
N: 1.9149 2.1521 -2.7800
C: 0.5867 2.3252 -2.5014
S: -0.6933 1.2494 -2.8658
C: 2.6325 0.9430 -3.2873
C: 1.8400 0.1506 -4.3268
C: 3.9342 1.3927 -3.9590
C: 2.9374 0.0566 -2.0773
C: -3.0263 2.9482 -1.3493
S: -3.0751 2.2043 0.1966
H: -5.2024 -0.2426 -3.2132
H: -3.6838 0.0942 -2.3789
H: -3.9293 0.6999 -4.0197
H: -6.6234 0.8841 -1.4248
H: -6.0750 2.3945 -0.6756
H: -5.1171 0.9296 -0.4892
H: -6.9424 1.6681 -3.4611
H: -5.7406 2.4170 -4.4862
H: -6.4363 3.3299 -3.1329
H: -4.0622 3.6173 -4.3560
H: -1.8047 4.9349 -3.5907
H: -0.5998 5.4441 -1.5424
H: -2.1046 5.8096 0.4222
H: -1.7162 5.5321 3.1124
H: 1.1077 1.8038 3.6004
H: 1.6016 2.7168 5.0340
H: 2.2396 3.1437 3.4397
H: -1.2381 2.2357 4.3553
H: -1.8567 3.8709 4.6199
H: -0.6803 3.1785 5.7427
H: 1.4519 5.5413 3.7772
H: 1.1093 4.9561 5.4114
H: -0.1207 5.8503 4.5237
H: 1.8357 5.0909 -1.3695
H: 3.6687 3.3739 -2.4194
H: 1.4978 0.7930 -5.1396
H: 0.9865 -0.3606 -3.8969
H: 2.5223 -0.5970 -4.7387
H: 3.7351 2.1276 -4.7406
H: 4.3971 0.5202 -4.4192
H: 4.6619 1.8060 -3.2617
H: 2.0019 -0.2937 -1.6376
H: 3.5089 0.6064 -1.3243
H: 3.5093 -0.8204 -2.3898
C: -3.3441 -4.2033 -4.6029
C: -2.6949 -2.8294 -4.7096
N: -1.4992 -2.6958 -3.9020
C: -1.4955 -2.4358 -2.5683
S: 0.0709 -2.4108 -1.8260
N: -2.7055 -2.2919 -2.0484
N: -2.7585 -1.8092 -0.7720
C: -3.8774 -1.9367 -0.1503
C: -5.0421 -2.7158 -0.6835
C: -4.0120 -1.2860 1.1850
C: -5.2368 -1.2863 1.8512
C: -5.3469 -0.6361 3.0693
C: -4.2371 -0.0089 3.6042
C: -3.0527 -0.0675 2.8868
N: -2.9401 -0.6839 1.7193
H: -4.2671 -4.2427 -5.1860
H: -3.5826 -4.4231 -3.5624
H: -2.6741 -4.9804 -4.9757
H: -3.3962 -2.0545 -4.4008
H: -2.4117 -2.6192 -5.7431
H: -0.6092 -2.9566 -4.2860
H: -4.7765 -3.1586 -1.6377
H: -5.9166 -2.0743 -0.8245
H: -5.3243 -3.5033 0.0193
H: -6.0941 -1.7782 1.4173
H: -6.2956 -0.6203 3.5906
H: -4.2758 0.5134 4.5500
H: -2.1529 0.4057 3.2672
S: -0.1045 -3.7813 1.5935
C: 1.3841 -3.0865 1.6575
N: 2.4217 -3.3905 0.8575
C: 3.7522 -2.8672 1.1301
C: 3.9458 -2.8213 2.6246
N: 2.9002 -1.9815 3.2016
C: 3.3417 -1.0356 4.2289
C: 4.2360 0.0378 3.6548
C: 5.4996 0.2681 4.1824
C: 6.3157 1.2569 3.6465
C: 5.8703 2.0187 2.5773
C: 4.6054 1.7927 2.0456
C: 3.7947 0.8058 2.5810
C: 1.6694 -1.9876 2.6908
S: 0.4710 -0.9213 3.0995
C: 2.3209 -4.3495 -0.2498
C: 3.0221 -5.6452 0.0805
C: 2.4904 -6.5047 1.0420
C: 3.1523 -7.6760 1.3732
C: 4.3491 -8.0062 0.7492
C: 4.8811 -7.1614 -0.2114
C: 4.2180 -5.9857 -0.5413
H: 3.8850 -1.8735 0.6889
H: 4.4760 -3.5463 0.6823
H: 4.9044 -2.3678 2.8715
H: 3.9067 -3.8274 3.0519
H: 3.8856 -1.6092 4.9835
H: 2.4539 -0.6098 4.6892
H: 5.8515 -0.3269 5.0188
H: 7.2994 1.4291 4.0647
H: 6.5048 2.7908 2.1601
H: 4.2266 2.3946 1.2278
H: 2.7979 0.6631 2.1786
H: 2.7736 -3.8839 -1.1286
H: 1.2647 -4.4913 -0.4613
H: 1.5533 -6.2455 1.5188
H: 2.7299 -8.3409 2.1163
H: 4.8616 -8.9235 1.0101
H: 5.8094 -7.4154 -0.7071
H: 4.6263 -5.3275 -1.3013

Results of the Löwdin charge analysis, in e, for atoms 1 through 4:
1 Ba 1.2514
2 C -0.0324
3 C -0.5299
4 C -0.0832

The highest energy belongs to which entry? CH5F2N2

Repeat the first record exactly.
Formula: C29H27F3N5O2P2RuS
Source: the Open Molecules 2025 dataset
Level of theory: the ωB97M-V functional and the def2-TZVPD basis

Output
Frontier orbital gap (spin up / spin down) in eV: 7.32 / 5.23
Net charge: +3
Energy relative to the best compared isomer or geometry (same formula, charge and spin) in eV: 0.094
LUMO energy (spin up / spin down) in eV: -10.0 / -12.2
⟨S²⟩: 6.04
Energy in Ha: -3019.934617
2S+1: 5
Highest occupied orbital energy (spin up / spin down) in Ha: -0.6378 / -0.6402

Cartesian coordinates (Å):
Ru: -0.6413 -0.3954 0.3579
N: 1.5580 1.3733 -0.9458
P: 1.7251 -0.2972 -0.8212
C: 3.1961 -0.7868 0.0826
C: 3.8662 -2.0076 -0.1458
C: 5.0090 -2.2922 0.5598
C: 5.6289 -1.3112 1.3601
C: 5.0241 -0.1016 1.4562
C: 3.7941 0.1788 0.8630
C: 1.4779 -1.1646 -2.2781
C: 1.2812 -2.5592 -2.1673
C: 1.0876 -3.2739 -3.3385
C: 1.1111 -2.6104 -4.5557
C: 1.3492 -1.2293 -4.6373
C: 1.5166 -0.4963 -3.4905
P: -0.0412 1.7979 -0.5715
C: -0.9976 2.2490 -2.0431
C: -1.1995 3.5131 -2.5738
C: -1.9075 3.6722 -3.7510
C: -2.3190 2.5486 -4.5087
C: -2.1092 1.3133 -3.9448
C: -1.4458 1.1500 -2.7417
C: -0.1205 2.9003 0.7781
C: 0.9480 2.8919 1.7178
C: 0.8547 3.7392 2.8317
C: -0.3094 4.4954 3.0190
C: -1.3095 4.5236 2.0806
C: -1.2317 3.7081 0.9714
H: 2.1543 1.9817 -1.5154
H: 3.4815 -2.7552 -0.8386
H: 5.5316 -3.2608 0.4757
H: 6.6171 -1.5191 1.8312
H: 5.4493 0.7015 2.0765
H: 3.2929 1.1049 1.0153
H: 1.2282 -3.1089 -1.2469
H: 0.9813 -4.3312 -3.2828
H: 0.9246 -3.2189 -5.4332
H: 1.2308 -0.7163 -5.5694
H: 1.7386 0.5787 -3.6121
H: -0.8665 4.4265 -2.0139
H: -2.1042 4.6606 -4.1918
H: -2.8079 2.7277 -5.4420
H: -2.4370 0.4461 -4.4859
H: -1.3647 0.1156 -2.3989
H: 1.8163 2.2544 1.6205
H: 1.7147 3.7422 3.5494
H: -0.3549 5.1203 3.8919
H: -2.1390 5.1760 2.2257
H: -2.0402 3.6419 0.2700
C: -2.8334 -1.3152 5.1851
C: -3.2638 -0.7274 3.8566
N: -4.5369 -0.5461 3.5160
N: -4.5577 -0.2150 2.2052
C: -3.3375 -0.2048 1.7352
S: -2.8503 0.0736 0.0933
N: -2.4962 -0.4677 2.7419
N: -1.1647 -0.6753 2.5618
H: -3.4146 -2.2097 5.4111
H: -3.0070 -0.6733 6.0199
H: -1.8128 -1.6266 5.2735
H: -5.4157 -0.0528 1.7125
H: -1.0269 -1.6788 2.7680
H: -0.6457 -0.0919 3.2141
F: -1.9233 -4.5478 -0.8919
C: -1.1022 -4.6728 0.1698
F: -1.5583 -5.6632 0.9160
F: 0.1416 -4.9800 -0.3105
C: -1.0557 -3.3351 0.9825
O: -1.4831 -3.2469 2.1124
O: -0.4980 -2.4399 0.2387

Results of the Löwdin charge analysis, in e, for atoms 1 through 4:
1 Ru 0.9374
2 N -0.2987
3 P 0.9958
4 C -0.3134

What is the energy relative to the best compared isomer or geometry (same formula, charge and spin) in the third record? 0.163 eV